Entry 1:
This record from the OMol25 dataset describes an isolated ion of composition C2H10NOSi and charge +1 in a non-equilibrium geometry. The level of theory is ωB97M-V with the def2-TZVPD basis set.

Its LUMO energy is -3.768 eV. The molar mass is 92.19 g mol⁻¹. The HOMO-LUMO gap comes out at 11.43 eV. Its net charge is +1. As for the SMILES: C[C@H]([NH3+])O[SiH3]. As for the spin multiplicity: 1. The value obtained for the total energy is -501.39555 Ha.

Structure (XYZ):
```
15
Properties=species:S:1:pos:R:3:mulliken_charge:R:1
H 1.57414 -0.18796 0.05603 0.44
H -1.80709 2.22803 1.10193 -0.07
H 0.00300 -1.60660 -1.92715 0.39
H 1.06101 -0.92112 1.51395 0.37
H -1.29780 -1.52769 0.14827 0.35
Si -0.43492 1.75351 1.24962 0.44
H 1.28575 -1.95441 0.25367 0.41
H -1.48774 -0.62594 -1.87626 0.40
H 0.60147 2.22992 0.37765 -0.10
N -0.43371 -0.65608 -1.68009 -0.39
H -0.01015 0.24820 -1.79719 0.35
C -0.56930 -0.68098 -0.06176 0.12
H 0.06659 1.68915 2.62177 -0.05
O -1.19595 0.46486 0.43542 -0.30
C 0.87778 -0.95350 0.40310 -1.35
```



Entry 2:
This record from the OMol25 dataset describes C5H11ClN2 as an isolated structure in a non-equilibrium geometry. The level of theory is ωB97M-V with the def2-TZVPD basis set.

Its LUMO energy is 0.758 eV. The molar mass is 134.61 g mol⁻¹. The HOMO-LUMO gap comes out at 9.65 eV. Its net charge is 0. As for the spin multiplicity: 1. The value obtained for the total energy is -766.61668 Ha.

Structure (XYZ):
```
19
Properties=species:S:1:pos:R:3:mulliken_charge:R:1
H -1.87557 -1.24645 0.85078 0.25
C -0.30050 -0.17307 -1.06207 -1.30
N -0.93127 -1.56466 0.68905 -0.69
H -0.61191 -1.86099 1.57062 0.29
H 0.48724 0.41154 -1.64837 0.50
H 0.37233 2.13817 -0.36004 0.36
C 0.09147 -0.65585 0.26294 0.90
H 1.86868 -1.58857 1.03904 0.32
C 0.86582 0.45742 1.11547 -0.47
C 1.52194 -0.73637 0.49070 -0.29
H -2.00073 1.25876 0.06106 0.26
H 0.63627 0.35473 2.22470 0.28
Cl 2.77006 -0.51041 -0.71098 -0.19
H -1.66608 0.96122 -2.11340 0.28
N 1.11520 1.91959 0.70930 -0.64
H -0.49829 -1.04359 -1.69650 0.45
C -1.69572 0.55545 -0.98573 -0.93
H -2.51746 -0.36582 -0.90473 0.28
H 2.36850 1.68892 0.46815 0.35
```



Entry 3:
This record from the OMol25 dataset describes a single C2H4Si molecule in a non-equilibrium geometry. The level of theory is ωB97M-V with the def2-TZVPD basis set.

Its LUMO energy (spin up / spin down) is -2.326 / -1.473 eV. The molar mass is 56.14 g mol⁻¹. The HOMO-LUMO gap (spin up / spin down) comes out at 6.02 / 7.96 eV. Its net charge is 0. As for the spin multiplicity: 1. The value obtained for the total energy is -367.82845 Ha.

Structure (XYZ):
```
7
Properties=species:S:1:pos:R:3:mulliken_charge:R:1
H -1.37847 1.21197 -0.13694 0.23
H 2.76079 0.99380 0.74206 0.19
C 2.43016 0.18088 -0.11108 -0.40
H 0.70862 -1.74838 0.37282 -0.08
C -1.21278 0.12226 0.06038 -0.66
H -2.08384 -0.55646 -0.17131 0.29
Si 0.60073 -0.19717 0.00670 0.42
```